Molecular formula: C38H40MoN3S2Sb2
Method: DFT, ωB97M-V/def2-TZVPD

Cartesian coordinates (Å):
H  -2.644  1.715  3.284
H  0.652  -1.467  4.346
H  -1.516  -4.338  0.901
C  -0.817  0.480  -3.073
H  -1.331  -1.552  5.592
C  4.241  0.146  0.522
C  7.266  0.408  2.903
Sb  -0.305  0.478  2.701
Mo  -0.100  0.479  0.003
H  -3.420  0.941  -1.197
H  0.788  -2.043  2.667
H  -4.732  0.516  -6.555
H  -3.524  -2.581  6.010
C  2.854  0.034  0.737
C  -0.255  3.349  -0.177
C  -1.153  -2.292  3.597
C  2.379  0.222  -1.515
S  -1.188  0.464  -7.154
Sb  -1.207  -1.960  -0.246
N  -1.005  2.188  -0.235
H  6.186  0.469  4.771
C  -1.050  -3.462  1.353
H  1.577  2.767  0.806
C  1.412  0.356  -2.529
C  -2.824  0.478  -7.574
C  4.130  0.338  -3.228
H  0.006  -3.671  1.523
C  0.952  1.613  4.007
C  1.235  3.282  -0.107
C  5.187  0.207  1.596
C  4.966  0.275  2.962
C  6.143  0.394  3.699
C  -1.584  0.486  -5.442
H  8.288  0.485  3.221
H  -3.691  -1.452  -1.273
H  3.488  0.460  -5.245
C  -2.960  0.496  -5.272
C  -3.042  -2.710  5.055
C  3.199  0.413  -4.206
H  0.490  -3.205  -1.958
C  -3.654  -3.460  4.055
H  -0.863  -2.502  -2.879
C  -0.544  0.485  -4.460
C  -1.751  -3.098  2.605
C  -0.588  -3.053  -1.982
H  -2.092  0.788  4.688
C  1.805  0.421  -3.890
H  5.733  0.294  -1.025
C  4.678  0.225  -0.812
N  1.936  0.086  -0.232
H  1.657  2.792  -0.994
C  -2.222  0.764  3.608
C  0.804  0.481  -4.849
H  1.641  4.291  -0.073
H  -4.615  -3.916  4.229
H  -3.603  -3.074  -0.573
C  -2.330  2.556  -0.287
H  -3.268  0.848  0.582
H  -3.461  -4.273  2.093
H  1.994  1.306  3.955
H  2.479  -0.114  1.749
H  -0.814  5.466  -0.117
H  0.596  1.476  5.026
H  -1.085  -4.020  -1.995
C  -1.095  4.434  -0.175
N  0.116  0.420  -2.136
S  6.909  0.281  1.256
H  -4.379  2.007  -0.178
C  -3.339  -2.030  -0.422
H  5.183  0.344  -3.458
C  3.759  0.247  -1.849
H  -3.804  -1.671  0.494
C  0.125  -1.577  3.400
C  -3.407  1.526  -0.274
H  -1.842  0.523  -2.725
H  -2.892  -0.058  3.346
H  0.877  2.664  3.745
C  -3.010  -3.647  2.849
C  -2.423  3.929  -0.247
C  -3.659  0.497  -6.477
H  -3.114  0.475  -8.607
H  1.068  0.522  -5.895
H  -3.324  4.510  -0.259
H  -3.449  0.508  -4.316
H  3.994  0.247  3.423
C  -1.815  -2.125  4.814

Atomic forces in eV per Å
H 0.0 0.0 0.0
H 0.1 0.1 -0.1
H 0.1 0.0 -0.2
C -0.3 0.0 -0.2
H 0.0 0.1 0.1
C -0.4 0.0 -0.7
C -0.4 0.0 0.3
Sb -0.1 -0.8 1.6
Mo -0.9 2.7 -1.0
H -0.1 -0.1 0.0
H 0.0 0.0 0.1
H -0.1 0.0 0.0
H -0.1 0.0 0.1
C 0.6 -0.1 0.8
C 0.9 2.4 0.1
C -0.6 -0.4 -0.1
C 0.8 -0.1 -0.4
S -0.3 0.0 0.8
Sb -0.8 -1.6 0.1
N 0.9 -2.2 0.7
H 0.0 0.0 0.2
C 0.4 0.3 -0.3
H 0.0 0.1 -0.2
C 0.1 0.1 -0.9
C -0.4 0.0 0.5
C -0.1 0.0 -0.3
H 0.0 0.0 -0.2
C -0.1 0.1 -0.3
C 0.0 -0.1 0.0
C 0.9 0.0 0.7
C 0.0 0.0 -0.8
C 0.8 0.0 0.0
C -0.7 0.0 -0.9
H 0.2 0.0 0.1
H 0.1 0.0 0.0
H 0.1 0.0 -0.1
C 0.9 0.0 0.1
C -0.1 0.0 -0.2
C 0.4 -0.1 0.2
H 0.0 0.0 0.0
C 0.0 0.1 0.2
H 0.0 0.0 0.0
C 0.8 0.0 0.1
C -0.1 0.4 0.5
C 0.1 0.3 0.1
H 0.1 0.0 0.0
C -0.2 -0.1 0.8
H 0.1 0.0 -0.1
C -0.5 0.0 0.6
N -0.1 0.4 -0.2
H 0.0 0.1 0.1
C 0.1 0.1 -0.3
C -0.6 0.0 0.5
H 0.0 0.0 0.0
H -0.1 -0.1 0.0
H 0.1 -0.1 0.0
C -2.2 0.9 0.2
H -0.2 0.0 -0.1
H -0.1 -0.1 -0.1
H 0.0 -0.1 -0.1
H 0.1 0.1 -0.2
H 0.2 0.2 0.0
H -0.1 -0.1 0.0
H -0.1 0.0 0.2
C 1.4 -1.0 0.0
N 0.7 -0.6 -0.7
S -0.9 0.0 0.3
H 0.0 -0.1 0.1
C 0.1 0.3 0.0
H 0.1 0.0 -0.1
C -1.0 0.0 0.2
H 0.1 0.0 0.0
C 0.3 0.4 -0.3
C 0.2 0.0 0.0
H 0.0 0.0 0.0
H 0.1 0.1 0.0
H 0.0 0.1 0.0
C 0.1 0.0 0.0
C -0.2 -1.7 -0.1
C 0.0 0.0 -0.8
H 0.0 0.0 -0.2
H 0.1 0.0 -0.1
H -0.2 0.0 0.0
H -0.1 0.0 0.2
H -0.2 0.0 0.0
C 0.1 -0.2 -0.1

Summary:
- LUMO energy (alpha / beta) (eV) = -10.666 / -10.675
- largest force on an atom (eV Å⁻¹) = 3.07
- charge = +3

***

Molecular formula: C38H40N2NiO4PSi
Method: DFT, ωB97M-V/def2-TZVPD

Cartesian coordinates (Å):
H  3.113  -0.241  -6.346
H  -4.733  1.703  -1.500
C  -1.474  5.980  3.315
C  3.450  0.042  -4.260
H  -0.561  4.240  4.177
C  -4.755  1.839  1.467
H  -2.591  -0.783  1.952
C  -3.316  2.187  1.083
H  2.944  -3.836  2.302
Si  1.314  -1.725  0.929
C  2.975  0.581  -3.062
C  3.112  -1.849  1.512
H  -0.418  -1.985  -3.756
Ni  0.083  1.506  0.681
H  -4.779  1.143  2.306
H  4.383  -0.508  -4.233
H  2.916  -3.794  -0.592
H  3.605  0.131  0.859
C  -2.709  0.923  -1.476
O  3.688  0.397  -1.946
H  -2.818  -2.813  0.577
H  0.515  -4.686  0.791
C  4.948  -3.094  2.492
H  -1.574  -2.792  4.845
C  3.614  -3.003  2.116
C  0.296  -2.400  -3.054
H  -2.306  1.853  -1.885
P  -2.220  0.905  0.306
O  0.650  -0.309  1.044
C  1.061  1.448  -4.260
N  0.187  2.660  -1.882
H  -2.145  0.119  -1.955
H  -0.116  -1.383  3.424
H  -2.901  -1.858  -0.908
C  -1.105  -3.212  3.962
C  -1.879  6.623  2.143
H  -2.346  7.599  2.181
C  2.101  -3.905  -2.571
H  -4.033  -0.612  0.947
C  -4.196  0.803  -1.804
C  1.528  0.893  -5.437
C  -2.491  -1.885  0.104
H  -1.626  6.464  4.274
H  -0.948  4.839  -1.326
H  -4.655  -0.055  -1.308
C  0.373  -1.906  -1.761
C  5.317  -0.860  1.693
C  2.732  0.192  -5.428
C  3.985  -0.779  1.313
H  -0.281  -1.094  -1.457
C  -1.651  5.999  0.934
H  -1.405  -1.913  0.041
H  -0.922  -6.098  2.206
O  1.856  1.607  -0.699
H  -4.332  0.686  -2.881
H  0.962  0.999  -6.355
C  -0.878  4.741  3.271
C  -0.748  4.202  -0.459
H  -1.937  6.497  0.013
N  -0.190  3.070  -0.637
H  5.980  -0.017  1.537
C  -0.288  -2.423  3.165
C  1.159  -3.408  -3.461
H  -5.322  1.408  0.643
H  3.148  0.811  -1.221
H  5.318  -4.001  2.956
H  0.140  2.013  -4.226
C  -0.741  -5.066  2.484
C  1.297  -2.406  -0.843
C  1.769  1.305  -3.068
H  -5.265  2.753  1.777
C  1.252  1.879  -1.801
O  -0.153  2.868  2.077
H  -3.299  3.038  0.397
C  -1.336  -4.539  3.621
C  -2.944  -0.677  0.923
H  -2.785  2.516  1.979
C  5.802  -2.021  2.279
C  2.167  -3.408  -1.276
C  -1.052  4.738  0.850
H  2.797  -4.671  -2.893
H  1.107  -3.791  -4.473
H  -1.984  -5.157  4.231
C  0.073  -4.267  1.690
H  6.843  -2.090  2.574
C  -0.663  4.051  2.049
C  0.311  -2.931  2.010

Atomic forces in eV per Å
H 0.0 0.0 0.0
H 0.0 0.0 0.0
C 0.0 0.0 0.0
C 0.1 -0.1 0.1
H 0.0 0.0 0.0
C 0.1 0.1 -0.1
H 0.0 0.0 0.0
C 0.1 -0.1 0.0
H 0.0 0.0 0.0
Si 0.2 -0.6 0.0
C -0.2 0.1 -0.2
C -0.2 0.1 0.0
H 0.0 0.0 0.0
Ni 0.1 0.2 -0.3
H 0.0 0.0 0.0
H 0.0 0.0 0.0
H 0.0 0.0 0.0
H 0.0 0.0 0.1
C 0.0 0.1 0.2
O 0.2 -0.1 -0.1
H 0.0 0.0 0.0
H 0.0 0.0 0.0
C 0.0 -0.1 0.0
H 0.0 0.0 0.0
C 0.0 0.0 0.0
C 0.0 0.0 -0.1
H 0.1 0.0 0.0
P -0.7 0.0 0.1
O -0.3 0.6 0.2
C 0.1 0.0 0.0
N 0.1 0.1 -0.8
H 0.0 0.0 0.0
H -0.1 0.0 0.0
H 0.0 0.0 0.0
C -0.1 0.0 0.0
C -0.1 0.1 0.0
H 0.0 0.0 0.0
C 0.0 -0.1 0.0
H 0.0 0.0 0.0
C 0.1 0.0 0.0
C -0.1 0.0 0.0
C -0.1 0.0 0.2
H 0.0 0.0 0.0
H 0.1 -0.1 0.0
H 0.0 0.0 0.0
C 0.1 0.1 -0.1
C 0.0 0.0 0.0
C 0.0 0.0 0.0
C -0.1 0.1 0.0
H 0.1 0.0 -0.1
C 0.0 -0.1 0.0
H -0.1 -0.1 0.0
H 0.0 0.0 0.0
O 0.0 -0.1 -0.1
H 0.0 0.0 0.0
H 0.0 0.0 0.0
C 0.0 -0.1 0.0
C 0.0 0.1 -0.3
H 0.0 0.0 0.0
N 0.1 -0.5 0.7
H 0.0 0.0 0.0
C 0.0 0.1 0.0
C 0.0 0.0 0.0
H 0.0 0.0 0.0
H -0.1 0.0 0.1
H 0.0 0.0 0.0
H 0.0 0.0 0.0
C 0.0 -0.1 0.0
C -0.1 0.1 0.2
C 0.0 -0.1 0.0
H 0.0 0.0 0.0
C -0.3 0.4 0.2
O 0.1 -0.3 0.3
H 0.0 0.0 0.0
C 0.0 0.0 0.0
C 0.3 0.0 -0.1
H 0.0 0.1 -0.1
C 0.0 0.0 0.0
C 0.0 0.0 0.0
C 0.1 -0.1 0.4
H 0.0 0.0 0.0
H 0.0 0.0 0.0
H 0.0 0.0 0.0
C 0.0 0.0 0.0
H 0.0 0.0 0.0
C -0.1 0.2 -0.2
C 0.1 0.1 -0.2

Summary:
- relative energy (zero: lowest compared OMol25 entry of this formula, charge and spin) (kJ/mol) = 53.0
- LUMO energy (alpha / beta) (eV) = 2.610 / 2.608
- largest force on an atom (eV Å⁻¹) = 0.86
- charge = -1
- multiplicity = 3

***

What is the charge in the second record? -1

***

What is the formula in the first record? C38H40MoN3S2Sb2

***

The lowest largest force on an atom belongs to which entry? C38H40N2NiO4PSi